# C37H40N10O3P2RbSe

A molecular structure, C37H40N10O3P2RbSe at a distorted geometry (ωB97M-V/def2-TZVPD, OMol25).

Values from the calculation:
highest occupied orbital energy: -9.930 eV
total charge: +1
2S+1: 1
ΔE to the lowest compared entry with this formula, charge and spin: 157.7 kJ/mol
LUMO energy: -3.0505 eV

Last column: Löwdin charge in e.
Element x y z (Å)
1 H 6.274 1.934 -3.008  0.11
2 C -5.416 -1.744 -0.964  -0.10
3 H -0.635 2.247 4.467  0.10
4 C -4.006 1.671 -2.243  -0.02
5 C -0.544 -1.842 -2.287  -0.09
6 C 4.241 3.043 0.060  -0.11
7 H 1.165 5.824 1.469  0.10
8 C 4.148 -5.171 -0.010  -0.08
9 N -4.375 4.407 0.130  -0.22
10 H 1.282 5.923 3.201  0.12
11 C 3.577 -4.721 1.167  -0.08
12 C -6.776 -1.364 1.500  -0.18
13 N 2.280 -0.361 -0.865  -0.51
14 C -1.672 -2.458 -2.812  -0.08
15 H 0.831 0.599 -2.128  0.05
16 C -6.285 2.521 -2.313  -0.07
17 H 6.332 -2.734 1.051  0.11
18 C 5.920 3.499 -1.587  -0.07
19 C 3.789 -0.380 2.722  -0.12
20 H -5.793 -3.281 1.305  0.14
21 H -0.444 -3.433 0.685  0.11
22 N 0.569 3.604 3.671  -0.02
23 H 1.986 -0.489 -2.934  0.09
24 H 0.927 1.725 4.246  0.09
25 C -5.260 1.632 -2.760  -0.08
26 H 4.822 -6.015 0.005  0.11
27 H 4.612 0.418 -2.031  0.10
28 C 1.868 0.236 -2.124  -0.19
29 C 5.625 -2.064 1.521  -0.08
30 C -3.649 -1.084 0.497  -0.29
31 N 0.723 3.712 0.174  -0.50
32 H -3.221 1.007 -2.578  0.11
33 H -5.503 0.919 -3.535  0.11
34 C -6.680 -0.907 -0.776  -0.18
35 H 3.662 3.360 0.920  0.09
36 C 3.861 -4.537 -1.211  -0.07
37 H -7.265 2.441 -2.760  0.11
38 H -2.006 -2.185 -3.804  0.11
39 C -0.780 -3.157 -0.309  -0.12
40 N -4.698 -1.832 0.306  -0.08
41 H 3.808 -5.207 2.104  0.11
42 H -4.929 -2.142 2.358  0.14
43 Rb -0.513 1.087 0.386  0.83
44 H -7.299 -0.933 -1.674  0.14
45 C 5.186 3.897 -0.483  -0.08
46 H 2.502 1.094 -2.347  0.07
47 H -7.463 -1.724 2.266  0.13
48 P 1.327 -1.542 -0.008  0.95
49 C -1.890 -3.780 -0.836  -0.08
50 C 0.782 4.102 2.434  -0.41
51 C 4.835 -1.242 0.744  -0.09
52 H -4.753 -1.308 -1.712  0.12
53 C 4.587 -1.197 3.505  -0.08
54 H -6.409 0.139 -0.563  0.12
55 N -2.692 -0.472 0.690  0.06
56 N -2.522 2.794 -0.675  -0.31
57 C 3.001 -3.458 -1.236  -0.09
58 C 3.912 -0.383 1.339  -0.38
59 H -6.505 -0.322 1.727  0.13
60 H -5.676 -2.761 -1.271  0.13
61 C 2.422 -3.000 -0.056  -0.38
62 C 4.034 1.776 -0.472  -0.36
63 C -0.075 -2.183 -1.023  -0.36
64 C 5.506 -2.038 2.904  -0.08
65 O 0.916 2.871 -0.671  -0.15
66 C -3.708 2.641 -1.241  -0.39
67 C -5.519 -2.232 1.446  -0.10
68 C -4.740 3.541 -0.794  -0.38
69 H 2.300 -3.253 2.068  0.10
70 H 6.126 -2.682 3.510  0.11
71 H 0.854 4.158 4.469  0.16
72 H 5.343 4.876 -0.051  0.11
73 N 0.616 3.239 1.437  0.00
74 Se -2.660 4.148 0.476  1.15
75 H 3.049 0.265 3.186  0.08
76 O 0.552 4.883 -0.096  0.02
77 H -6.810 4.134 -1.012  0.12
78 H -3.212 -3.919 -2.519  0.11
79 N 1.213 5.366 2.366  0.21
80 P 2.807 0.739 0.407  0.95
81 H 4.910 -1.292 -0.330  0.10
82 O -7.468 -1.422 0.273  -0.11
83 H 4.486 -1.183 4.582  0.10
84 C -6.048 3.451 -1.357  -0.01
85 H -2.401 -4.540 -0.263  0.11
86 C -2.347 -3.428 -2.096  -0.09
87 H 2.780 -2.963 -2.173  0.11
88 C 5.709 2.244 -2.140  -0.07
89 H -0.042 -1.113 -2.900  0.08
90 N 0.172 2.281 3.857  0.06
91 H 6.650 4.166 -2.022  0.11
92 H 4.311 -4.891 -2.128  0.11
93 C 2.720 -3.632 1.145  -0.11
94 C 4.777 1.387 -1.585  -0.10